# C8H14N3ReS

A molecular structure, C8H14N3ReS in a non-equilibrium geometry (ωB97M-V/def2-TZVPD, the Open Molecules 2025 dataset).

Structure (XYZ):
```
27
Properties=species:S:1:pos:R:3:lowdin_spin:R:1
C -1.326 1.936 -1.446 0.04
Re 0.046 0.376 -1.940 2.73
N 1.131 -1.272 -2.712 0.06
H 0.389 1.056 -3.412 0.00
H 2.139 -1.095 -2.744 0.01
H -1.682 0.195 -2.204 -0.05
H -1.730 2.384 -2.368 0.01
H -0.685 2.693 -0.960 0.02
H -2.146 1.689 -0.755 0.01
H 1.000 -2.123 -2.161 0.01
H 0.863 -1.509 -3.670 0.01
N -1.456 -2.439 -0.812 0.02
C -0.978 -1.637 0.194 0.04
N -0.236 -0.539 -0.094 0.04
C 0.342 0.011 1.089 0.01
C 1.072 1.189 1.124 0.01
C 1.470 1.665 2.389 0.00
C 1.160 0.943 3.549 0.00
C 0.426 -0.258 3.483 0.00
C 0.007 -0.721 2.244 0.00
S -0.975 -2.157 1.853 0.01
H -2.033 -3.216 -0.509 0.00
H -1.778 -1.954 -1.651 0.00
H 1.292 1.701 0.176 0.01
H 2.026 2.600 2.452 0.00
H 1.492 1.314 4.517 0.00
H 0.173 -0.834 4.371 0.00
```

Summary:
2S+1	4
molecular weight	370.49	g mol⁻¹
expectation value of S²	3.78
charge	+1
E_HOMO (spin up / spin down)	-12.017 / -12.330	eV
gap between HOMO and LUMO (spin up / spin down)	8.0 / 8.3	eV